This record from the Open Molecules 2025 dataset describes a 9-piece molecular cluster, C52H131N9O17 overall in a non-equilibrium geometry. The level of theory is the ωB97M-V functional and the def2-TZVPD basis.

The geometry in XYZ format:
```
209
Properties=species:S:1:pos:R:3:forces:R:3:lowdin_charge:R:1
C 4.5264 -2.9613 6.3165 0.1 -0.1 1.5 -0.132
O 3.2606 -2.6319 5.8039 0.3 0.2 -0.1 -0.172
C 3.4049 -2.1516 4.4808 -0.5 -0.9 -1.1 -0.232
C 2.0413 -1.7984 3.9056 0.3 1.2 1.2 -0.184
N 1.5818 -0.5645 4.5809 -0.3 -0.5 -0.6 -0.036
C 0.2568 -0.0928 4.0749 1.4 -0.3 2.0 -0.165
C -0.8734 -0.9339 4.6865 -0.1 1.1 -1.2 -0.216
O -0.8476 -0.8784 6.0873 0.5 0.2 0.1 -0.174
C -1.8444 -1.6296 6.7274 0.4 -0.5 0.5 -0.101
H 5.0344 -3.7646 5.7768 0.1 0.4 -0.5 0.087
H 4.4541 -3.3567 7.3368 -0.6 0.0 -0.1 0.084
H 5.1221 -2.0574 6.4806 0.3 -0.1 -0.7 0.091
H 3.8345 -2.9573 3.8666 0.0 -0.1 0.0 0.120
H 4.0859 -1.3043 4.3575 -0.1 0.2 0.5 0.122
H 1.3281 -2.6070 4.0912 0.2 -0.3 -0.5 0.102
H 2.1611 -1.5308 2.8548 -0.1 -0.5 0.1 0.097
H 1.4169 -0.8017 5.5567 0.3 0.1 0.0 0.095
H 0.2349 -0.1695 2.9896 0.1 0.7 0.9 0.058
H 0.2986 0.9259 4.4658 -1.0 0.2 -0.5 0.111
H -0.7323 -1.9334 4.2604 -0.4 -0.4 0.4 0.118
H -1.8077 -0.4947 4.3396 -0.1 -0.3 -0.1 0.088
H -2.8601 -1.2544 6.5826 0.0 0.0 -0.3 0.089
H -1.6203 -1.6009 7.7954 0.0 0.2 0.0 0.089
H -1.7641 -2.6884 6.4571 -0.3 0.0 -0.3 0.082
C -3.4335 -4.4211 4.1987 1.3 -0.3 0.3 -0.116
O -3.7681 -3.1233 3.7907 -0.7 -0.2 0.2 -0.187
C -3.6079 -2.9529 2.3867 -0.5 0.6 0.2 -0.198
C -4.3266 -1.6598 2.0071 0.4 -0.6 -0.3 -0.178
N -3.6080 -0.5297 2.5820 -0.5 -0.3 -0.4 -0.044
C -4.4236 0.6629 2.7527 0.0 0.4 1.3 -0.180
C -3.6542 1.6799 3.5757 0.0 0.4 -0.2 -0.245
O -3.3864 1.0856 4.8294 0.0 0.5 0.0 -0.201
C -2.8761 2.0262 5.7510 0.3 0.3 -0.2 -0.093
H -4.1718 -5.2023 3.9994 -0.1 0.2 -0.5 0.092
H -3.2072 -4.5011 5.2654 -0.4 0.6 0.1 0.082
H -2.4618 -4.6578 3.7453 -0.2 -0.5 -0.2 0.065
H -4.0555 -3.7443 1.7803 0.1 -0.3 0.3 0.105
H -2.5300 -2.9094 2.1967 0.0 0.1 -0.4 0.118
H -5.3675 -1.7185 2.3543 0.0 -0.1 0.2 0.126
H -4.3722 -1.6622 0.9140 0.2 0.5 0.0 0.104
H -3.4115 -0.8679 3.5218 0.2 0.4 0.0 0.082
H -5.2779 0.4301 3.4053 -0.4 0.0 -0.4 0.128
H -4.7829 1.1502 1.8456 0.2 -0.4 -0.3 0.112
H -4.2326 2.6040 3.7128 -0.4 -0.2 0.1 0.114
H -2.7549 2.0436 3.0597 0.3 -0.5 0.2 0.104
H -3.5434 2.8842 5.8927 -0.3 -0.2 0.1 0.088
H -1.9449 2.4758 5.3880 0.2 -0.3 0.0 0.091
H -2.7015 1.5118 6.6909 0.0 0.0 0.0 0.088
C 3.9312 2.0747 -3.7586 0.3 0.5 -1.1 -0.112
O 2.6259 1.5720 -3.6524 -0.2 0.0 0.4 -0.218
C 2.2276 0.7262 -4.7134 0.8 -0.4 0.1 -0.209
C 0.8159 0.2487 -4.4768 -0.5 -0.1 0.0 -0.200
N -0.1570 1.2248 -4.9446 -0.2 0.0 -0.1 -0.041
C -1.5098 0.6676 -5.0018 0.7 0.5 -0.4 -0.206
C -2.5778 1.7614 -4.8913 0.3 -1.5 0.0 -0.227
O -2.2363 2.6454 -3.8560 -0.3 0.3 -0.2 -0.215
C -3.2305 3.6348 -3.6770 -0.1 -0.1 -0.2 -0.086
H 4.2629 2.5641 -2.8458 -0.5 -0.2 0.1 0.058
H 3.9355 2.8172 -4.5682 0.2 0.2 0.0 0.089
H 4.6996 1.3494 -4.0514 -0.3 -0.5 0.2 0.090
H 2.9228 -0.1248 -4.7698 -0.1 -0.1 0.2 0.112
H 2.3235 1.2396 -5.6764 -0.3 0.1 0.0 0.127
H 0.6224 -0.0082 -3.4234 0.5 0.2 0.1 0.111
H 0.6208 -0.7044 -4.9807 0.2 0.3 -0.3 0.093
H -0.1300 2.0366 -4.3391 -0.2 0.0 0.0 0.100
H -1.6465 -0.1337 -4.2656 -0.2 0.2 0.3 0.103
H -1.6195 0.1831 -5.9779 -0.2 0.0 0.0 0.118
H -3.4839 1.1793 -4.6719 -0.4 0.5 0.2 0.121
H -2.7349 2.2565 -5.8528 0.2 0.3 0.0 0.124
H -3.3149 4.2777 -4.5610 0.2 0.1 0.0 0.092
H -2.9702 4.2256 -2.8032 0.0 0.0 0.0 0.089
H -4.2121 3.1668 -3.5423 0.1 0.0 0.1 0.068
C 6.7813 5.3269 -0.1376 -0.4 1.2 -0.5 -0.118
O 5.5730 4.8784 0.3934 -0.5 -0.3 0.8 -0.174
C 4.7658 4.1796 -0.5282 -0.6 0.5 -0.3 -0.212
C 3.3409 3.9461 -0.0138 0.0 0.9 -0.5 -0.170
N 2.5635 3.4913 -1.1656 -0.1 -0.7 0.4 -0.038
C 1.3324 2.8020 -0.8226 -1.5 1.4 -0.3 -0.212
C 0.2776 3.6400 -0.0387 0.2 -0.5 -1.1 -0.215
O 0.5943 3.7875 1.3121 0.0 1.2 0.4 -0.161
C 0.4492 2.6575 2.1337 -0.2 0.1 0.2 -0.099
H 6.6665 6.0120 -0.9909 -0.4 -0.1 -0.2 0.103
H 7.4250 4.5020 -0.4574 -3.2 2.2 0.0 -0.002
H 7.2850 5.9486 0.6021 0.1 -0.3 0.4 0.108
H 5.1359 3.1948 -0.8372 0.5 0.4 0.1 0.086
H 4.7452 4.8192 -1.4208 -0.4 -0.2 -0.3 0.125
H 2.8893 4.8363 0.4325 0.3 0.3 0.1 0.129
H 3.3241 3.2097 0.7897 -0.1 0.4 -1.1 0.065
H 2.3360 4.2546 -1.7879 0.2 0.1 0.0 0.124
H 1.5233 1.8119 -0.4035 -0.7 1.4 0.6 0.054
H 0.7918 2.5379 -1.7427 0.4 0.1 -0.3 0.134
H -0.6993 3.1787 -0.2594 0.6 0.8 0.8 0.069
H 0.1442 4.6148 -0.5151 0.7 0.4 0.3 0.131
H 1.0609 1.8291 1.7616 -0.5 0.8 0.6 0.046
H -0.5956 2.3384 2.2057 0.2 -0.1 -0.1 0.069
H 0.7936 2.9112 3.1347 0.2 0.2 0.0 0.096
C 10.4822 2.5097 -3.7694 0.1 -1.3 0.1 -0.110
O 9.6824 2.1743 -2.6499 0.0 0.6 0.1 -0.184
C 8.9619 3.2891 -2.1618 0.0 0.5 0.3 -0.230
C 8.5849 3.0942 -0.6990 1.8 -1.4 -0.8 -0.227
N 7.5642 2.0718 -0.5501 -0.1 0.6 0.1 -0.037
C 6.9916 1.9854 0.7938 -0.8 -0.2 -0.7 -0.177
C 5.7178 1.1487 0.6421 -0.8 -0.4 0.3 -0.207
O 4.9467 0.8557 1.8057 0.7 -0.5 0.2 -0.187
C 4.3438 1.9561 2.4371 0.3 0.1 0.6 -0.094
H 11.1649 1.6639 -3.8941 0.1 0.1 0.0 0.087
H 11.0842 3.3997 -3.5804 -0.2 0.2 -0.2 0.086
H 9.8906 2.5294 -4.6896 0.0 0.6 0.0 0.088
H 8.0943 3.5213 -2.7904 -0.3 -0.3 0.1 0.129
H 9.5586 4.2112 -2.2024 0.4 -0.2 -0.1 0.120
H 8.2967 4.0815 -0.3343 2.5 -2.3 0.3 0.046
H 9.5091 2.8280 -0.1664 0.1 0.0 0.0 0.135
H 7.9806 1.1880 -0.8181 -0.1 0.0 -0.1 0.119
H 6.6840 2.9937 1.0707 0.5 -0.1 0.5 0.100
H 7.6702 1.4722 1.4805 -0.1 0.4 0.5 0.130
H 6.0440 0.1801 0.2586 -0.3 -0.1 -0.1 0.127
H 4.9755 1.5926 -0.0275 0.7 0.0 -0.5 0.090
H 3.9555 1.5847 3.3848 -0.1 0.0 0.0 0.092
H 3.5311 2.4150 1.8599 0.3 -0.8 0.7 0.048
H 5.0751 2.7436 2.6543 -0.1 0.1 0.0 0.098
C 2.4973 -2.6493 -6.1721 -0.5 0.1 0.2 -0.120
O 3.0114 -2.9808 -4.9128 1.0 0.1 0.2 -0.202
C 2.1508 -3.6610 -4.0267 -0.2 0.5 -0.3 -0.220
C 2.8180 -3.7503 -2.6734 0.7 -0.4 0.3 -0.208
N 2.0060 -4.4388 -1.6700 -0.3 0.1 -0.3 -0.053
C 0.9163 -3.5810 -1.1959 0.6 0.1 0.7 -0.192
C 0.1799 -4.2091 -0.0265 -0.5 0.7 -0.3 -0.219
O 0.8221 -3.8821 1.1969 1.0 -0.7 0.0 -0.187
C 0.3940 -4.7310 2.2411 -0.6 0.2 0.0 -0.101
H 3.2218 -1.9980 -6.6537 0.1 0.0 -0.1 0.091
H 1.5560 -2.0964 -6.0601 0.0 0.0 -0.1 0.065
H 2.2981 -3.5196 -6.8049 0.1 -0.1 0.0 0.088
H 1.9669 -4.6683 -4.4156 -0.4 0.0 0.1 0.131
H 1.2478 -3.0386 -3.9479 -0.3 -0.5 0.0 0.112
H 3.1355 -2.7553 -2.3312 -0.1 0.1 -0.2 0.116
H 3.7313 -4.3401 -2.7946 0.0 0.1 -0.1 0.124
H 2.6060 -4.6188 -0.8727 0.0 -0.1 0.0 0.110
H 0.2317 -3.3704 -2.0163 -0.1 0.0 0.0 0.107
H 1.3485 -2.6354 -0.8388 -0.4 0.2 -0.2 0.110
H 0.1104 -5.2873 -0.2080 0.0 -0.1 0.3 0.127
H -0.8298 -3.7903 0.0434 -0.2 -0.2 -0.2 0.095
H 1.0077 -4.6413 3.1360 0.2 0.3 -0.2 0.081
H 0.3884 -5.7838 1.9444 0.0 0.0 -0.1 0.088
H -0.6277 -4.4235 2.4974 -0.1 -0.3 0.2 0.059
C -4.0319 0.3081 -1.1709 -0.3 0.6 -0.9 -0.102
O -2.8352 -0.4186 -1.2848 -0.4 -0.3 0.5 -0.169
C -1.7278 0.4188 -1.4941 1.4 -0.1 -0.5 -0.190
C -1.2501 1.2006 -0.2664 -1.1 -0.6 0.1 -0.194
N -1.2260 0.4605 0.9848 0.2 -0.2 -0.1 -0.010
C -0.2981 -0.6570 1.0103 -0.1 -0.6 -0.4 -0.178
C 1.1555 -0.2848 0.7104 -1.0 -0.6 -0.2 -0.196
O 1.3123 -0.1877 -0.7004 0.6 -0.3 0.2 -0.198
C 2.6277 0.2412 -0.9954 1.3 -0.5 -0.2 -0.100
H -3.9871 1.1592 -0.4844 0.1 -0.3 0.3 0.072
H -4.8712 -0.3465 -0.9472 0.2 -0.2 0.3 0.074
H -4.2751 0.7625 -2.1446 0.0 0.0 0.0 0.086
H -1.8722 1.0918 -2.3504 -0.3 0.1 0.4 0.105
H -0.9045 -0.2264 -1.8173 -0.1 -0.2 0.2 0.106
H -1.9389 2.0379 -0.0929 0.0 -0.4 -0.2 0.083
H -0.2743 1.6451 -0.4605 -0.8 -1.2 -0.1 0.060
H -2.1538 0.1138 1.2158 0.1 0.0 0.1 0.077
H -0.6083 -1.4668 0.3333 0.2 0.0 -0.2 0.117
H -0.3195 -1.1253 2.0002 -0.3 -0.1 -0.6 0.087
H 1.7893 -1.0756 1.1226 0.2 0.1 -0.3 0.108
H 1.4081 0.6705 1.1874 0.3 -1.0 -0.3 0.085
H 3.3925 -0.1884 -0.3373 -0.3 -0.1 0.4 0.095
H 2.6764 1.3323 -0.9250 1.2 -1.0 -0.5 0.050
H 2.9428 -0.0679 -1.9885 -0.5 0.1 -0.2 0.090
C -3.4454 3.9434 0.8949 0.1 0.0 0.1 -0.086
O -4.1635 3.5611 -0.2557 -0.1 -0.4 0.3 -0.220
C -5.5134 4.0181 -0.2199 0.3 -0.1 -0.9 -0.195
C -6.2483 3.1846 -1.2798 0.2 0.3 1.3 -0.212
N -7.5486 3.7466 -1.6385 0.2 0.2 -0.3 -0.050
C -8.0825 3.1814 -2.8848 0.3 0.5 0.2 -0.207
C -8.3360 1.6919 -2.8194 0.2 0.2 -0.4 -0.228
O -7.1087 0.9976 -2.7784 0.2 -0.1 -0.4 -0.224
C -7.2588 -0.3961 -2.6590 -0.4 0.2 0.5 -0.108
H -2.4258 3.5602 0.8324 -0.1 0.3 -0.2 0.063
H -3.8676 3.4895 1.8000 -0.2 0.3 -0.1 0.065
H -3.4246 5.0358 0.9695 0.1 0.0 0.3 0.103
H -5.4750 5.0854 -0.4692 -0.4 0.1 0.1 0.124
H -5.9748 3.8533 0.7564 0.1 0.2 0.2 0.125
H -6.4340 2.2410 -0.7669 0.2 -0.3 -0.5 0.115
H -5.5213 3.0358 -2.0845 -0.4 -0.1 -0.2 0.090
H -7.4184 4.7394 -1.8095 -0.1 0.0 0.1 0.103
H -7.4078 3.4489 -3.7110 0.1 -0.6 -0.2 0.120
H -9.0176 3.6796 -3.1520 -0.1 0.0 0.4 0.117
H -8.8845 1.4461 -3.7386 -0.1 -0.3 0.1 0.124
H -8.9285 1.4174 -1.9400 -0.2 0.2 0.0 0.130
H -6.2594 -0.8211 -2.6449 -0.1 -0.2 -0.2 0.072
H -7.8895 -0.8239 -3.4464 0.2 0.0 -0.2 0.090
H -7.7556 -0.6337 -1.7073 0.1 -0.1 0.0 0.093
C -2.7728 -6.8852 1.4929 0.4 -0.3 0.2 -0.064
C -3.9539 -6.6380 0.5786 -0.1 0.2 -0.3 -0.439
C -3.5481 -6.0218 -0.7676 -0.2 -0.8 0.2 -0.223
O -3.2384 -4.6597 -0.5924 0.3 -0.2 -0.4 -0.184
C -2.8349 -4.0502 -1.8033 0.5 1.0 0.0 -0.103
N -4.6765 -7.8979 0.4273 -0.2 -0.2 -0.2 0.034
H -2.2641 -5.9704 1.7915 0.0 0.1 -0.2 0.046
H -2.0446 -7.5441 1.0067 0.0 0.2 -0.2 0.083
H -3.0481 -7.4343 2.3944 -0.3 0.2 0.0 0.080
H -4.6200 -5.8903 1.0178 -0.1 -0.2 0.2 0.130
H -4.3622 -6.1889 -1.4841 -0.3 0.4 0.0 0.121
H -2.7302 -6.6217 -1.1933 0.4 0.3 0.1 0.126
H -3.6451 -3.5289 -2.3208 -0.4 -0.7 -0.2 0.090
H -2.2717 -4.7343 -2.4388 -0.3 -0.2 -0.2 0.093
H -2.1633 -3.2065 -1.6165 0.1 -0.2 0.5 0.064
H -4.1036 -8.5913 -0.0456 0.2 0.1 0.2 0.074
H -5.5030 -7.8108 -0.1551 0.0 0.2 0.1 0.069
```
Positions in Å, forces in eV/Å.

Summary:
- Energy: -3831.16166 Eh
- Structure (SMILES): COC[C@H](C)N.COCCNCCOC.COCCNCCOC.COCCNCCOC.COCCNCCOC.COCCNCCOC.COCCNCCOC.COCCNCCOC.COCCNCCOC
- LUMO: 0.6 eV
- Relative energy (zero: lowest compared OMol25 entry of this formula, charge and spin): 95.0 kcal/mol
- F_max: 3.91 eV/A
- Kohn-Sham gap: 8.62 eV